(1)
ORCA calculation (ωB97M-V with the def2-TZVPD basis set) on a structure of composition C16H24GeN3Pd in a non-equilibrium geometry.

Output
Kohn-Sham gap, eV: 8.70
Net charge: +1
E_HOMO, eV: -11.3706

Each line ends with the Löwdin charge.
Cartesian coordinates (Å):
Pd (-1.1085, 1.0303, 0.0136)  0.60
N (-3.1142, 0.7258, -0.5383)  -0.09
C (-3.9876, 1.6368, 0.1895)  -0.21
C (-3.3312, 2.2623, 1.4691)  -0.13
N (-1.9473, 2.7917, 1.0136)  -0.14
C (-1.0746, 2.9336, 2.1778)  -0.22
C (0.0076, 1.8180, 2.2549)  -0.24
N (0.7009, 1.5939, 0.9763)  -0.07
H (-3.1585, 0.8203, -1.5304)  0.09
H (-3.3260, -0.2829, -0.3584)  0.10
H (-4.8909, 1.0793, 0.5697)  0.14
H (-4.2515, 2.4219, -0.5403)  0.13
H (-3.0856, 1.5244, 2.1708)  0.09
H (-3.9529, 3.0538, 1.9392)  0.14
H (-1.9897, 3.6916, 0.5860)  0.11
H (-1.5914, 2.9299, 3.1198)  0.11
H (-0.7417, 3.9423, 2.2115)  0.11
H (-0.4339, 0.8886, 2.5643)  0.09
H (0.7736, 2.1006, 3.0531)  0.15
H (1.5188, 0.9227, 1.0128)  0.11
H (0.9846, 2.4947, 0.5151)  0.13
Ge (-0.3356, -1.1157, -0.4711)  0.81
C (0.2966, -1.3305, -2.2545)  -0.41
C (0.8248, -0.2799, -3.0271)  -0.12
C (1.5243, -0.5886, -4.1791)  -0.12
C (1.7339, -1.8616, -4.5550)  -0.08
C (1.1327, -2.9282, -3.8316)  -0.06
C (0.4489, -2.6431, -2.6803)  -0.14
C (1.2452, -1.5402, 0.5473)  -0.38
C (2.5820, -1.3561, 0.0992)  -0.09
C (3.6377, -1.5525, 1.0032)  -0.10
C (3.3987, -1.8416, 2.2942)  -0.10
C (2.1055, -1.8813, 2.7899)  -0.08
C (1.0442, -1.7723, 1.9140)  -0.16
H (-1.5556, -2.2431, -0.1462)  0.00
H (0.8590, 0.7740, -2.7017)  0.10
H (1.8905, 0.2317, -4.7567)  0.10
H (2.3127, -2.2306, -5.4657)  0.13
H (1.1877, -3.9308, -4.1901)  0.10
H (0.1349, -3.3516, -1.9606)  0.08
H (2.7872, -1.2968, -0.9652)  0.10
H (4.6652, -1.5596, 0.5551)  0.13
H (4.1628, -2.0554, 3.0563)  0.12
H (1.8759, -2.0875, 3.7804)  0.09
H (0.0409, -1.9384, 2.2754)  0.09

***

(2)
ORCA calculation (ωB97M-V with the def2-TZVPD basis set) on a structure of composition C16H24N2O4 in a non-equilibrium geometry.

Output
Kohn-Sham gap, eV: 8.00
ΔE to the lowest compared entry with this formula, charge and spin, kcal/mol: 404.9
E_HOMO, eV: -8.0915

Each line ends with the Löwdin charge.
Cartesian coordinates (Å):
C (0.2830, -4.2825, 4.4445)  -0.07
H (1.0776, -5.1509, 4.4270)  0.14
C (-0.8587, -4.9822, 3.7550)  -0.15
H (-0.6722, -5.1860, 2.6187)  0.14
C (-2.1966, -3.9803, 3.4410)  -0.10
C (-2.3030, -3.0276, 2.2432)  -0.24
C (-1.2064, -1.9797, 1.9785)  -0.21
C (-1.2425, -1.4294, 0.6093)  -0.28
H (-1.3237, -2.0756, -0.2341)  0.14
C (-0.2174, -0.4098, 0.4209)  -0.19
C (-0.1884, 0.4201, -0.8204)  -0.21
O (0.3832, 0.1262, -1.9988)  -0.03
N (-1.4875, 1.2045, -0.9624)  0.03
N (-1.7619, 2.0018, -1.8391)  0.05
C (-0.9695, 2.4819, -2.7930)  -0.27
C (0.3997, 2.9038, -2.4198)  -0.16
C (1.2682, 2.2946, -3.2756)  -0.26
C (2.7249, 2.7745, -3.0278)  0.06
C (3.1575, 3.3474, -1.8973)  -0.20
O (2.1320, 3.9532, -1.0243)  0.05
C (0.8224, 3.5060, -1.3617)  -0.31
O (0.0832, 4.1127, -0.3516)  -0.08
C (4.5185, 3.9957, -1.5139)  0.01
H (4.7078, 3.7449, -0.5108)  0.05
H (5.3973, 3.4596, -2.4125)  0.20
H (4.4321, 4.9719, -1.4931)  0.01
H (3.3856, 2.3372, -3.7806)  0.12
O (1.3606, 1.3804, -4.1947)  0.12
H (0.3756, 1.0420, -4.0484)  0.18
C (-1.6142, 3.2123, -3.8843)  0.00
H (-1.3122, 4.2295, -3.8525)  0.08
H (-0.9776, 2.7818, -4.9285)  0.17
H (-2.5801, 2.9429, -3.9841)  0.03
H (-2.0540, 1.3722, -0.0971)  0.18
H (-0.1475, 0.3746, 1.1924)  0.13
H (0.9353, -0.9208, 0.4846)  0.20
H (-2.2004, -0.9600, 0.6842)  0.11
H (-1.0019, -1.2831, 2.9967)  0.19
H (-0.1012, -2.7036, 1.8862)  0.17
H (-3.0301, -2.3696, 2.3629)  0.06
H (-2.4658, -3.7750, 1.5879)  0.08
H (-2.9812, -4.1366, 3.8786)  -0.03
H (-1.9893, -3.0458, 4.3586)  0.17
H (-1.3418, -5.7065, 4.0755)  -0.01
H (0.1951, -4.0538, 5.3098)  -0.03
H (0.5857, -3.5132, 3.9508)  0.00

***

(3)
ORCA calculation (ωB97M-V with the def2-TZVPD basis set) on a cluster of 2 separate species, C16H24N3 in total in a non-equilibrium geometry.

Output
Kohn-Sham gap, eV: 6.53
ΔE to the lowest compared entry with this formula, charge and spin, kcal/mol: 78.0
Net charge: +1
E_HOMO, eV: -11.1262

Each line ends with the Löwdin charge.
Cartesian coordinates (Å):
C (-2.3945, -1.0064, -2.7499)  0.00
N (-3.1513, -0.9996, -1.4981)  -0.17
C (-4.6083, -0.8673, -1.5439)  -0.01
C (-2.4992, -1.1037, -0.2948)  0.23
H (-3.0465, -0.9193, -3.6172)  0.10
H (-1.6931, -0.1742, -2.7637)  0.10
H (-1.8323, -1.9345, -2.8365)  0.11
H (-4.9752, -0.7919, -2.5660)  0.10
H (-5.0740, -1.7335, -1.0771)  0.11
H (-4.9181, 0.0254, -1.0032)  0.11
H (-3.0426, -1.0807, 0.6240)  0.11
H (-1.4345, -1.1769, -0.2567)  0.09
C (1.6404, 1.1245, -1.6748)  -0.05
C (1.9910, 0.1131, -0.6435)  -0.21
C (1.4982, 0.2072, 0.6634)  -0.12
N (0.5727, 1.2757, 1.0190)  -0.02
C (-0.5775, 1.6153, 0.4059)  -0.07
N (-1.1637, 2.6419, 1.0232)  -0.15
C (-2.3244, 3.4194, 0.5788)  -0.03
C (-0.3405, 3.0091, 2.1123)  -0.05
C (0.7285, 2.1794, 2.1067)  -0.04
C (1.8583, -0.7613, 1.6063)  -0.21
C (1.3401, -0.7268, 3.0001)  -0.04
C (2.7025, -1.7919, 1.2290)  -0.01
C (3.1927, -1.9016, -0.0597)  -0.27
C (4.0979, -3.0248, -0.4304)  -0.04
C (2.8213, -0.9418, -0.9846)  0.00
H (2.1586, 0.9182, -2.6126)  0.08
H (0.5694, 1.1162, -1.8776)  0.05
H (1.9215, 2.1272, -1.3505)  0.09
H (-2.7202, 2.9925, -0.3405)  0.08
H (-3.0989, 3.3997, 1.3417)  0.09
H (-2.0292, 4.4505, 0.3925)  0.09
H (-0.5488, 3.7903, 2.8247)  0.12
H (1.5746, 2.2264, 2.7728)  0.12
H (1.6704, -1.6100, 3.5497)  0.08
H (1.7069, 0.1480, 3.5382)  0.07
H (0.2491, -0.7118, 3.0124)  0.09
H (2.9804, -2.5342, 1.9555)  0.12
H (4.4013, -2.9631, -1.4756)  0.08
H (5.0026, -3.0116, 0.1779)  0.09
H (3.6122, -3.9900, -0.2830)  0.09
H (3.1824, -1.0232, -1.9945)  0.12

***

(4)
ORCA calculation (ωB97M-V with the def2-TZVPD basis set) on a cluster of 5 separate species, C16H24N3O12 in total in a non-equilibrium geometry.

Output
Kohn-Sham gap, eV: 9.13
Net charge: +1
E_HOMO, eV: -13.1654

Each line ends with the Löwdin charge.
Cartesian coordinates (Å):
N (3.9005, -2.2119, -0.3332)  0.00
C (2.7138, -1.3710, 0.0121)  -0.17
C (1.3019, -2.1257, -0.0451)  -0.12
N (0.1260, -1.3349, 0.2647)  0.15
C (-0.9756, -2.3445, 0.1558)  0.00
C (-0.3486, -3.6994, -0.2528)  0.00
N (1.1003, -3.5183, -0.3835)  0.12
H (3.6508, -3.1630, -0.6340)  0.06
H (4.4939, -2.2280, 0.5146)  0.09
H (2.7021, -0.3983, -0.6219)  0.14
H (2.8596, -1.0137, 1.1089)  0.12
H (0.0285, -0.3286, 0.5130)  0.14
H (-2.0886, -2.1830, 0.3462)  0.14
H (-0.8187, -4.7259, -0.4411)  0.14
H (1.7656, -4.2537, -0.6608)  0.17
C (-0.6255, -1.7113, 4.1080)  -0.14
C (-0.9660, -3.0303, 3.4968)  -0.15
O (-1.4840, -3.7706, 4.5893)  0.07
C (-1.9339, -2.8657, 5.5062)  -0.53
O (-2.5804, -3.1475, 6.4730)  0.18
O (-1.5526, -1.5991, 5.1753)  0.08
H (-0.7419, -0.8863, 3.4035)  0.11
H (0.3892, -1.6901, 4.5177)  0.14
H (-1.7399, -2.9443, 2.7281)  0.11
H (-0.0937, -3.5293, 3.0692)  0.13
C (2.5027, 1.0550, 2.8949)  -0.13
C (2.0363, 2.2956, 3.5928)  -0.11
O (0.7861, 2.5628, 2.9704)  0.10
C (0.3310, 1.3883, 2.4674)  -0.54
O (-0.7738, 1.2187, 2.0228)  0.15
O (1.2846, 0.4181, 2.5283)  0.00
H (3.0993, 0.4103, 3.5430)  0.14
H (3.0746, 1.2737, 1.9879)  0.13
H (1.8721, 2.1380, 4.6627)  0.15
H (2.7238, 3.1321, 3.4593)  0.15
C (-1.1944, -0.7421, -3.4388)  -0.15
C (-0.2263, 0.3480, -3.1303)  -0.14
O (0.2776, 0.7086, -4.4061)  0.07
C (-0.6620, 0.3382, -5.3230)  -0.54
O (-0.6345, 0.6429, -6.4807)  0.17
O (-1.6370, -0.4232, -4.7482)  0.07
H (-2.0322, -0.7619, -2.7391)  0.13
H (-0.7199, -1.7286, -3.4564)  0.13
H (-0.7094, 1.2214, -2.6816)  0.12
H (0.5810, 0.0131, -2.4754)  0.12
C (-1.5296, 4.8040, -4.2166)  -0.12
C (-2.8586, 4.5044, -3.5953)  -0.13
O (-2.5150, 3.6979, -2.4768)  0.06
C (-1.2244, 3.9889, -2.1547)  -0.56
O (-0.6723, 3.6085, -1.1566)  0.13
O (-0.6412, 4.7645, -3.1079)  0.07
H (-1.5057, 5.7825, -4.6989)  0.14
H (-1.2245, 4.0431, -4.9412)  0.14
H (-3.3672, 5.4049, -3.2390)  0.14
H (-3.5237, 3.9665, -4.2730)  0.14

***

(5)
ORCA calculation (ωB97M-V with the def2-TZVPD basis set) on a structure of composition C16H24N4NiSe2 in a non-equilibrium geometry.

Output
Kohn-Sham gap (spin up / spin down), eV: 7.87 / 8.23
2S+1: 3
Net charge: +2
E_HOMO (spin up / spin down), eV: -15.0449 / -15.5981
⟨S²⟩: 2.010

Each line ends with the Löwdin spin population.
Cartesian coordinates (Å):
Ni (-0.2730, 0.2097, 0.1220)  1.65
Se (-2.4212, 0.5584, 1.4663)  0.06
Se (-1.5004, 2.5018, 0.5081)  0.05
C (0.0118, 2.5164, 1.7145)  0.00
C (0.2804, 3.5680, 2.5645)  0.00
C (1.4011, 3.4638, 3.3814)  0.00
C (2.1826, 2.3227, 3.3077)  0.00
C (1.8282, 1.3225, 2.4158)  0.00
N (0.7569, 1.4107, 1.6267)  0.04
C (-3.0129, -0.0988, -0.2580)  0.00
C (-4.3433, -0.1856, -0.6068)  0.00
C (-4.6410, -0.6477, -1.8849)  0.00
C (-3.6015, -1.0075, -2.7257)  0.00
C (-2.2950, -0.8909, -2.2750)  0.00
N (-1.9965, -0.4291, -1.0603)  0.04
H (-0.3580, 4.4402, 2.5891)  0.00
H (1.6486, 4.2594, 4.0712)  0.00
H (3.0590, 2.2025, 3.9286)  0.00
H (2.4378, 0.4342, 2.3171)  0.00
H (-5.1219, 0.0868, 0.0921)  0.00
H (-5.6694, -0.7142, -2.2134)  0.00
H (-3.7952, -1.3830, -3.7207)  0.00
H (-1.4709, -1.2063, -2.9000)  0.00
C (0.6040, -2.0223, 2.0038)  0.00
N (0.4618, -1.7509, 0.5606)  0.06
C (-0.4198, -2.7903, -0.0038)  0.00
C (1.7811, -1.7928, -0.1092)  0.00
C (1.7342, -1.1106, -1.4682)  0.00
N (1.2759, 0.2929, -1.3515)  0.05
C (2.3968, 1.1483, -0.9168)  0.00
C (0.8185, 0.7970, -2.6612)  0.00
H (0.9490, -3.0472, 2.1676)  0.00
H (-0.3572, -1.8989, 2.5004)  0.00
H (1.3239, -1.3464, 2.4534)  0.00
H (-0.0151, -3.7843, 0.2092)  0.00
H (-0.5126, -2.6825, -1.0811)  0.00
H (-1.4096, -2.7237, 0.4453)  0.00
H (2.1083, -2.8295, -0.2353)  0.00
H (2.5101, -1.2959, 0.5321)  0.00
H (1.0509, -1.6442, -2.1295)  0.00
H (2.7276, -1.1460, -1.9256)  0.00
H (3.1796, 1.1597, -1.6811)  0.00
H (2.8322, 0.7822, 0.0085)  0.00
H (2.0516, 2.1703, -0.7673)  0.00
H (1.6559, 0.8509, -3.3629)  0.00
H (0.3963, 1.7946, -2.5485)  0.00
H (0.0659, 0.1402, -3.0840)  0.00